{"formula": "C5H14NO", "method": "ωB97M-V/def2-TZVPD", "charge": 2, "orbital_gap_ev": [8.63, 4.69], "spin_multiplicity": 2, "total_energy_ha": -328.1104, "e_homo_ev": [-18.5, -18.5], "species": ["C", "C", "C", "C", "C", "N", "H", "H", "H", "H", "H", "H", "H", "H", "H", "H", "H", "H", "H", "H", "O"], "positions_angstrom": [[-0.5649, 1.8697, 0.6059], [0.8134, 1.2674, 0.8326], [1.0759, -0.1147, 0.1084], [0.1336, -1.1587, 0.3494], [-0.7571, -1.6916, -0.5887], [-0.1617, -1.4689, 1.7915], [-0.4510, 2.9398, 0.7754], [-0.9321, 1.7245, -0.4015], [-1.3123, 1.5534, 1.3349], [1.5608, 1.9167, 0.3669], [1.1083, 1.2688, 1.8904], [2.0810, -0.5306, 0.3315], [1.0191, 0.1262, -0.9556], [-1.4964, -2.4491, -0.3331], [-0.8113, -1.3129, -1.6091], [-0.4108, -0.6324, 2.3427], [-0.9593, -2.1210, 1.8636], [0.6506, -1.9478, 2.2160], [-0.8176, 0.0303, -4.0726], [0.4068, 0.7484, -3.4916], [-0.1750, -0.0175, -3.3570]], "atomic_forces_ev_per_a": [[0.142, -0.107, 0.424], [0.586, 0.714, 0.686], [-0.073, -0.264, -1.097], [-1.241, 1.019, 0.737], [-0.436, -0.290, -0.054], [-0.017, -1.009, -0.626], [-0.057, 0.113, -0.083], [-0.096, -0.001, -0.251], [-0.099, -0.218, -0.079], [0.041, -0.240, -0.087], [-0.181, -0.301, -0.130], [0.150, 0.515, 0.245], [0.271, -0.393, -0.083], [0.139, -0.076, 0.103], [0.511, 0.196, -0.166], [0.301, 0.094, -0.139], [0.176, 0.080, 0.141], [-0.066, 0.240, 0.242], [-0.020, -0.011, -0.144], [-0.235, -0.323, -0.165], [0.206, 0.260, 0.526]], "nbo_charge": [-0.643, -0.366, -0.532, 0.384, -0.018, -0.735, 0.288, 0.233, 0.211, 0.280, 0.236, 0.345, 0.300, 0.241, 0.308, 0.490, 0.472, 0.489, 0.507, 0.495, -0.987]}

***

{"formula": "C5H14NO", "method": "ωB97M-V/def2-TZVPD", "charge": 2, "orbital_gap_ev": [10.30, 6.55], "spin_multiplicity": 2, "total_energy_ha": -328.1547, "e_homo_ev": [-19.1, -19.1], "species": ["C", "C", "C", "C", "C", "N", "H", "H", "H", "H", "H", "H", "H", "H", "H", "H", "H", "H", "H", "H", "O"], "positions_angstrom": [[1.1151, -0.0180, 0.7646], [0.7911, 1.0418, -0.3275], [-0.7130, 1.4067, -0.5874], [-1.8868, 0.4136, -2.6770], [-1.0104, 1.3014, -2.0120], [0.4786, -1.3364, 0.4889], [2.1951, -0.1407, 0.7415], [0.8523, 0.4285, 1.7159], [1.3444, 0.8834, -1.2443], [1.2493, 1.9266, 0.1252], [-1.4790, 0.9565, 0.0489], [-0.8413, 2.4570, -0.2863], [-2.5388, -0.2430, -2.1002], [-1.9609, 0.3324, -3.7445], [-0.4599, 1.9585, -2.6761], [0.5598, -2.0007, 1.3062], [0.8591, -1.8256, -0.3119], [-0.5362, -1.2129, 0.5237], [0.9202, -1.3718, 3.4722], [0.1456, -2.6684, 3.6169], [0.9157, -2.2889, 3.1632]], "atomic_forces_ev_per_a": [[0.304, 0.852, -1.553], [0.460, 0.373, 1.190], [-0.698, 0.129, 0.330], [-0.484, -0.350, 1.074], [0.140, 0.202, -0.630], [-0.667, -0.328, 2.120], [0.035, -0.186, 0.144], [-0.416, -0.649, 0.319], [-0.002, -0.316, -0.235], [-0.011, 0.056, -0.360], [0.259, -0.724, -0.089], [0.248, 0.192, -0.416], [0.055, 0.108, -0.064], [0.165, 0.219, -0.447], [0.217, 0.150, 0.007], [0.804, 0.350, 0.276], [-0.242, 0.052, -0.541], [-0.019, -0.169, -0.991], [0.262, -0.207, 0.346], [0.311, -0.205, 0.058], [-0.721, 0.450, -0.538]], "nbo_charge": [-0.233, -0.407, -0.551, -0.004, 0.162, -0.706, 0.266, 0.244, 0.244, 0.276, 0.246, 0.329, 0.219, 0.252, 0.243, 0.495, 0.454, 0.430, 0.481, 0.506, -0.945]}

***

{"formula": "C5H14NO2", "method": "ωB97M-V/def2-TZVPD", "charge": -1, "orbital_gap_ev": 6.15, "spin_multiplicity": 1, "total_energy_ha": -404.0267, "e_homo_ev": -2.5, "species": ["C", "N", "C", "C", "C", "C", "O", "H", "H", "H", "H", "H", "H", "H", "H", "H", "H", "H", "H", "H", "H", "O"], "positions_angstrom": [[0.7844, -0.8933, -1.1230], [-0.4700, -0.7029, -0.3679], [-1.5510, 0.2014, -0.8705], [0.4563, 0.8065, 1.3814], [-0.2033, -0.5110, 1.1136], [0.7086, -1.7439, 1.4806], [1.9819, -1.4594, 1.2693], [0.7918, -1.5478, -2.0113], [1.5408, -1.2189, -0.2784], [1.0294, 0.1599, -1.4904], [-1.4666, 0.7475, -1.7510], [-2.5261, -0.4940, -1.0491], [-2.0784, 0.7440, -0.1085], [1.4384, 0.7843, 1.8698], [0.5519, 1.4541, 0.4851], [0.0115, 1.3702, 2.1328], [-1.1241, -0.5327, 1.7589], [0.6724, -2.2064, 2.4921], [0.4449, -2.7463, 0.8120], [0.2840, 2.2186, -1.8436], [-1.0791, 2.5628, -1.8700], [-0.1976, 3.0072, -2.0317]], "atomic_forces_ev_per_a": [[0.073, 1.943, 0.728], [-1.459, 0.607, 0.563], [-2.320, -4.614, 1.707], [1.881, 0.859, -0.464], [-0.480, -1.722, -0.483], [0.551, -2.414, -0.272], [1.857, 0.500, -0.240], [-0.639, 0.011, 0.415], [-0.302, 0.491, -1.444], [0.560, -0.991, 0.011], [0.810, 0.870, -1.649], [1.894, 0.980, -0.435], [0.729, 1.043, 0.768], [0.340, -0.873, -0.855], [-0.069, -0.375, 0.440], [-1.906, 1.205, 1.142], [0.182, -0.320, -1.159], [-1.239, 0.645, 0.385], [-0.595, 1.985, 0.826], [1.580, -0.832, 0.196], [0.908, 1.390, -0.303], [-2.357, -0.391, 0.123]], "nbo_charge": [-0.495, -0.465, -0.425, -0.646, -0.093, -0.030, -0.934, 0.169, 0.327, 0.104, 0.158, 0.159, 0.197, 0.244, 0.188, 0.185, 0.170, 0.122, 0.072, 0.470, 0.462, -0.936]}

***

{"formula": "C5H14NO2", "method": "ωB97M-V/def2-TZVPD", "charge": -1, "orbital_gap_ev": 7.00, "spin_multiplicity": 1, "total_energy_ha": -404.0281, "e_homo_ev": -3.4, "species": ["C", "N", "C", "C", "C", "O", "C", "H", "H", "H", "H", "H", "H", "H", "H", "H", "H", "H", "H", "H", "H", "O"], "positions_angstrom": [[0.2833, -1.7416, -2.2797], [1.2102, -0.5176, -1.9635], [1.2602, 0.2506, -0.7356], [-0.0259, 0.7050, -0.1576], [-0.2918, 1.4868, 1.2558], [-0.7403, 0.7302, 2.2464], [1.8330, -0.6620, 0.3649], [0.9812, -2.6900, -2.1166], [0.0849, -1.9056, -3.4381], [-0.5476, -1.6020, -1.4544], [1.3892, 0.0231, -2.8301], [1.8788, 1.0949, -1.1368], [-0.6277, 1.4935, -0.8832], [-0.7936, -0.0026, -0.0829], [0.6446, 1.9319, 1.5888], [-1.1452, 2.3433, 0.9788], [1.2602, -1.5613, 0.3116], [1.5179, -0.4012, 1.5181], [2.9883, -0.7173, 0.3841], [-1.9925, 0.2501, 1.6142], [-3.2210, 0.4555, 0.6849], [-2.9149, -0.1455, 1.2434]], "atomic_forces_ev_per_a": [[2.262, 0.211, 1.288], [-0.628, -1.637, -3.609], [0.478, -0.216, 0.504], [-3.454, 4.992, -1.323], [-0.563, 0.766, -0.896], [-0.625, -1.065, 0.124], [1.585, 1.586, 3.253], [-1.778, 1.620, 0.317], [-0.353, 1.177, 2.532], [1.006, -1.074, -2.320], [-0.414, -0.449, 1.266], [-0.140, -0.371, 1.374], [1.768, -1.714, 0.872], [-0.696, -1.884, 0.015], [0.505, 1.004, -0.386], [1.982, -1.217, 0.240], [0.348, -1.199, -0.492], [0.718, 0.229, -2.859], [-1.880, -0.564, -0.359], [-0.540, -0.538, 0.552], [-2.168, 4.075, -3.813], [2.588, -3.731, 3.722]], "nbo_charge": [-0.462, -0.675, -0.071, -0.486, 0.015, -0.898, -0.644, 0.176, 0.199, 0.236, 0.355, 0.189, 0.155, 0.220, 0.115, 0.056, 0.211, 0.242, 0.193, 0.489, 0.426, -1.043]}

***

{"formula": "C5H14NO2", "method": "ωB97M-V/def2-TZVPD", "charge": -1, "orbital_gap_ev": 7.23, "spin_multiplicity": 1, "total_energy_ha": -404.0712, "e_homo_ev": -3.6, "species": ["C", "N", "C", "O", "C", "C", "C", "H", "H", "H", "H", "H", "H", "H", "H", "H", "H", "H", "H", "H", "H", "O"], "positions_angstrom": [[0.2290, 0.7273, -0.3862], [0.2702, -0.6443, 0.1331], [-1.0611, -1.4282, 0.5101], [-2.0093, -1.0786, -0.2071], [1.6171, 1.2561, -1.1829], [2.6985, 1.6679, -0.1734], [3.4002, 0.5076, 0.5055], [-0.6522, 0.9020, -0.9408], [0.0647, 1.3908, 0.5921], [0.7407, -1.3103, -0.4831], [-0.7268, -2.4396, 0.4696], [-1.1802, -1.0357, 1.6005], [1.3039, 2.2690, -1.6750], [1.9097, 0.5085, -1.8456], [3.3962, 2.1416, -0.7752], [2.3368, 2.4806, 0.5122], [2.5142, -0.1060, 0.8682], [3.8769, 0.8273, 1.3490], [4.2269, 0.1158, -0.1691], [-4.3383, -0.3973, 1.2442], [-3.5653, -0.8762, 0.0712], [-4.6284, -0.9645, 0.5336]], "atomic_forces_ev_per_a": [[1.683, 0.618, 2.202], [1.353, -1.186, -0.108], [2.839, 3.437, 3.073], [-4.552, 0.826, -3.265], [-3.895, 2.541, 3.276], [-0.836, -0.022, -0.009], [-1.908, -0.876, -1.554], [-0.969, 0.176, -1.182], [0.601, -0.818, -1.918], [0.007, 0.720, -0.279], [0.515, -1.481, 0.239], [0.185, -1.027, -0.437], [0.425, -2.043, 0.267], [0.647, -1.085, -1.362], [1.763, 1.343, -1.126], [-0.018, -1.033, -0.335], [1.578, -0.423, -0.738], [1.456, 0.982, 2.426], [-1.502, -0.333, 0.697], [-0.465, 0.312, 0.831], [-2.226, -1.207, 0.991], [3.320, 0.578, -1.687]], "nbo_charge": [-0.202, -0.748, 0.204, -0.888, -0.386, -0.391, -0.645, 0.184, 0.142, 0.324, 0.081, 0.037, 0.186, 0.192, 0.174, 0.190, 0.263, 0.190, 0.189, 0.436, 0.523, -1.053]}

***

{"formula": "C5H14NO2", "method": "ωB97M-V/def2-TZVPD", "charge": -1, "orbital_gap_ev": 7.29, "spin_multiplicity": 1, "total_energy_ha": -404.1369, "e_homo_ev": -3.5, "species": ["C", "C", "C", "C", "N", "C", "O", "H", "H", "H", "H", "H", "H", "H", "H", "H", "H", "H", "H", "H", "H", "O"], "positions_angstrom": [[-2.6562, 0.5772, 0.4419], [-1.1022, 0.3562, 0.3419], [-0.8959, -1.1504, 0.4440], [-1.1289, -1.8201, 1.8171], [-0.6351, 1.0002, -0.8615], [0.9092, 1.1271, -0.9079], [1.5128, -0.0082, -1.3149], [-2.9343, 0.8516, -0.5821], [-3.3452, -0.1965, 0.7744], [-2.8553, 1.4721, 1.0517], [-0.6552, 0.8531, 1.1964], [-1.5830, -1.6592, -0.2535], [0.1157, -1.4435, 0.1458], [-0.4190, -1.3645, 2.5149], [-0.8837, -2.8786, 1.7441], [-2.1879, -1.6720, 2.0502], [-0.9502, 0.5655, -1.7216], [1.0183, 1.9935, -1.5989], [1.3060, 1.4188, 0.0652], [2.7170, -0.2646, -0.5771], [3.9486, 0.7087, -0.7569], [3.6935, -0.0291, -0.1705]], "atomic_forces_ev_per_a": [[0.303, 1.552, -0.489], [-1.901, -1.092, 0.103], [0.796, -1.484, -0.140], [0.092, 0.956, -0.883], [1.526, 1.021, 1.074], [-1.105, -0.852, -1.215], [-0.242, -0.211, -0.364], [-0.304, -0.077, 0.158], [0.463, -0.450, 0.186], [-0.084, -0.167, -0.154], [0.382, 0.069, 0.102], [0.177, 0.270, -0.148], [-0.068, 0.414, -0.287], [-0.478, -0.046, 0.359], [-0.186, -0.074, 0.058], [0.254, -0.160, 0.713], [0.181, -0.351, 0.209], [0.282, -0.082, -0.003], [-0.483, 0.447, 0.597], [0.753, 0.943, 0.010], [-0.248, -0.637, 0.451], [-0.110, 0.010, -0.338]], "nbo_charge": [-0.627, -0.042, -0.414, -0.611, -0.689, 0.127, -0.925, 0.208, 0.186, 0.194, 0.178, 0.168, 0.242, 0.199, 0.198, 0.186, 0.348, 0.086, 0.118, 0.503, 0.437, -1.070]}

***

Question: What is the charge in the third record?
Answer: -1

***

Repeat the fourth record exactly.
{"formula": "C5H14NO2", "method": "ωB97M-V/def2-TZVPD", "charge": -1, "orbital_gap_ev": 7.00, "spin_multiplicity": 1, "total_energy_ha": -404.0281, "e_homo_ev": -3.4, "species": ["C", "N", "C", "C", "C", "O", "C", "H", "H", "H", "H", "H", "H", "H", "H", "H", "H", "H", "H", "H", "H", "O"], "positions_angstrom": [[0.2833, -1.7416, -2.2797], [1.2102, -0.5176, -1.9635], [1.2602, 0.2506, -0.7356], [-0.0259, 0.7050, -0.1576], [-0.2918, 1.4868, 1.2558], [-0.7403, 0.7302, 2.2464], [1.8330, -0.6620, 0.3649], [0.9812, -2.6900, -2.1166], [0.0849, -1.9056, -3.4381], [-0.5476, -1.6020, -1.4544], [1.3892, 0.0231, -2.8301], [1.8788, 1.0949, -1.1368], [-0.6277, 1.4935, -0.8832], [-0.7936, -0.0026, -0.0829], [0.6446, 1.9319, 1.5888], [-1.1452, 2.3433, 0.9788], [1.2602, -1.5613, 0.3116], [1.5179, -0.4012, 1.5181], [2.9883, -0.7173, 0.3841], [-1.9925, 0.2501, 1.6142], [-3.2210, 0.4555, 0.6849], [-2.9149, -0.1455, 1.2434]], "atomic_forces_ev_per_a": [[2.262, 0.211, 1.288], [-0.628, -1.637, -3.609], [0.478, -0.216, 0.504], [-3.454, 4.992, -1.323], [-0.563, 0.766, -0.896], [-0.625, -1.065, 0.124], [1.585, 1.586, 3.253], [-1.778, 1.620, 0.317], [-0.353, 1.177, 2.532], [1.006, -1.074, -2.320], [-0.414, -0.449, 1.266], [-0.140, -0.371, 1.374], [1.768, -1.714, 0.872], [-0.696, -1.884, 0.015], [0.505, 1.004, -0.386], [1.982, -1.217, 0.240], [0.348, -1.199, -0.492], [0.718, 0.229, -2.859], [-1.880, -0.564, -0.359], [-0.540, -0.538, 0.552], [-2.168, 4.075, -3.813], [2.588, -3.731, 3.722]], "nbo_charge": [-0.462, -0.675, -0.071, -0.486, 0.015, -0.898, -0.644, 0.176, 0.199, 0.236, 0.355, 0.189, 0.155, 0.220, 0.115, 0.056, 0.211, 0.242, 0.193, 0.489, 0.426, -1.043]}

***

Question: What is the charge in the first record?
Answer: +2